1.
C53H44BrIIrNP3 | the ωB97M-V functional and the def2-TZVPD basis

Summary:
<S²>: 8.8026
energy relative to the best compared isomer or geometry (same formula, charge and spin): 0.0 kJ/mol
HOMO-LUMO gap (spin up / spin down): 6.937 / 4.637 eV
spin multiplicity: 6
total charge: +4

XYZ file:
```
104
C53H44BrIIrNP3, DFT the ωB97M-V functional and the def2-TZVPD basis
Ir -0.0070 0.0716 -0.1128
I 1.9279 1.6314 1.2626
C 1.0384 3.3257 2.1822
C 1.7545 3.7052 3.3131
C 1.4888 4.9057 3.9476
C 0.5132 5.7420 3.4217
C -0.2294 5.3678 2.2908
C -1.1720 6.2872 1.7913
C -1.9151 6.0037 0.6575
C -1.7640 4.7702 0.0578
C -0.8776 3.7882 0.5424
P -1.1494 2.2052 -0.3990
C -0.7777 2.7746 -2.0884
C 0.5737 2.8645 -2.4416
C 0.9344 3.2987 -3.7052
C -0.0465 3.6518 -4.6242
C -1.3883 3.5734 -4.2737
C -1.7595 3.1380 -3.0105
C -2.9312 1.9507 -0.2125
C -3.6587 1.2602 -1.1834
C -5.0148 1.0397 -0.9998
C -5.6477 1.4848 0.1549
C -4.9175 2.1372 1.1394
C -3.5622 2.3634 0.9663
C -0.0221 4.0994 1.6393
H 2.5516 3.0770 3.6883
H 2.0639 5.1942 4.8177
H 0.3190 6.7036 3.8824
H -1.2965 7.2363 2.3006
H -2.6160 6.7212 0.2521
H -2.3690 4.5464 -0.8106
H 1.3413 2.6135 -1.7179
H 1.9819 3.3718 -3.9679
H 0.2378 3.9982 -5.6089
H -2.1489 3.8656 -4.9857
H -2.8103 3.0938 -2.7561
H -3.1827 0.9032 -2.0871
H -5.5859 0.5257 -1.7616
H -6.7093 1.3241 0.2870
H -5.4095 2.4826 2.0397
H -2.9919 2.8617 1.7418
C 5.0096 -0.1266 -2.9816
C 3.5283 -0.3438 -3.0081
C 2.8465 -0.7681 -4.1481
C 1.4709 -0.9606 -4.1167
C 0.8249 -0.7044 -2.9313
Br -1.0450 -0.9422 -2.7006
N 1.4390 -0.2859 -1.8258
C 2.7651 -0.1186 -1.8665
H 5.4687 -0.4097 -3.9255
H 5.4779 -0.7079 -2.1863
H 5.2449 0.9222 -2.7928
H 3.3957 -0.9532 -5.0630
H 0.9277 -1.2998 -4.9877
H 3.2462 0.2037 -0.9510
C -1.6457 -2.9800 2.1969
P -0.4823 -1.6645 1.5527
C -0.7803 -0.4850 2.9132
C 0.1286 -0.1489 3.9144
C -0.2354 0.7613 4.8967
C -1.4868 1.3639 4.8719
C -2.3863 1.0575 3.8582
C -2.0372 0.1361 2.8847
C 1.1325 -2.4744 1.6457
C 1.7776 -2.8236 2.8340
C 3.0208 -3.4349 2.7847
C 3.6199 -3.7160 1.5627
C 2.9646 -3.4087 0.3773
C 1.7273 -2.7860 0.4173
P -1.9454 -4.6047 1.3677
C -0.7726 -4.9452 0.0516
C 0.2656 -5.8661 0.2387
C 1.1131 -6.1539 -0.8170
C 0.9147 -5.5601 -2.0577
C -0.1188 -4.6480 -2.2436
C -0.9657 -4.3380 -1.1935
C -1.9694 -5.9536 2.5162
C -2.1688 -7.2195 1.9222
C -2.2639 -8.3458 2.7117
C -2.2022 -8.2214 4.0983
C -2.0212 -6.9700 4.6889
C -1.9341 -5.8324 3.9135
H -2.6204 -2.5132 2.3452
H -1.2366 -3.2055 3.1860
H 1.1117 -0.5981 3.9477
H 0.4536 0.9816 5.7026
H -1.7693 2.0601 5.6511
H -3.3630 1.5233 3.8356
H -2.7453 -0.1133 2.0994
H 1.3107 -2.6396 3.7936
H 3.5209 -3.7008 3.7069
H 4.5921 -4.1905 1.5373
H 3.4098 -3.6697 -0.5744
H 1.1965 -2.5801 -0.5070
H 0.4161 -6.3354 1.2010
H 1.9171 -6.8637 -0.6726
H 1.5526 -5.8327 -2.8884
H -0.2913 -4.2168 -3.2207
H -1.7993 -3.6610 -1.3452
H -2.2629 -7.3074 0.8462
H -2.4068 -9.3152 2.2549
H -2.3201 -9.0985 4.7207
H -1.9538 -6.8870 5.7652
H -1.8245 -4.8698 4.3962
```

These are the Löwdin partial charges, in e, on atoms 1 to 2:
1. Ir 0.57
2. I 1.21

---

2.
C53H44ClF3N2O4PS3SbW | the ωB97M-V functional and the def2-TZVPD basis

Summary:
<S²>: 2.0346
HOMO-LUMO gap (spin up / spin down): 7.387 / 7.150 eV
spin multiplicity: 3
total charge: +2

XYZ file:
```
113
C53H44ClF3N2O4PS3SbW, DFT the ωB97M-V functional and the def2-TZVPD basis
W -0.1423 0.3777 0.3175
C -4.0960 -0.3354 -0.8559
C -3.8054 -0.5195 0.6162
S -2.0804 -0.9802 1.0409
C -1.9349 -2.6153 0.2015
C -0.5284 -3.1283 0.3929
S 0.6451 -2.0651 -0.5612
C 0.2919 0.0894 -2.8317
C -2.0779 -0.2940 -2.8883
S -2.8851 0.7973 -1.6357
H -5.0792 0.1215 -0.9670
H -4.0858 -1.2817 -1.3912
H -4.4292 -1.2996 1.0536
H -3.9613 0.4113 1.1653
H -2.1635 -2.5132 -0.8585
H -2.6484 -3.2790 0.6918
H -0.4207 -4.1434 0.0096
H -0.2656 -3.0948 1.4511
H 0.0636 0.6885 -3.7212
H 1.1300 -0.5758 -3.0517
H -2.7263 -1.1627 -3.0188
H -2.0445 0.2732 -3.8218
O 1.5421 3.1391 -3.7203
C 2.7831 2.9645 -3.2424
O 3.7610 3.1241 -3.9031
C 2.7935 2.4961 -1.8251
C 3.5958 2.8950 -0.7530
Cl 4.8100 4.0724 -0.7787
N 3.1601 2.2525 0.3609
N 2.1254 1.4485 0.0413
C 1.9084 1.5633 -1.2708
C 0.5686 0.9918 -1.6372
O -0.3465 1.8609 -1.3379
O -0.8193 -0.7462 -2.4993
C 3.6410 2.3188 1.6893
C 4.9871 2.5418 1.9572
C 5.4248 2.5957 3.2680
C 4.5300 2.4257 4.3116
C 3.1950 2.1712 4.0400
C 2.7487 2.1083 2.7332
H 0.8597 3.0957 -3.0348
H 5.6880 2.6646 1.1522
H 6.4715 2.7596 3.4697
H 4.8790 2.4806 5.3300
H 2.4894 2.0274 4.8422
H 1.7081 1.9092 2.5195
C 3.9411 -6.3090 1.3931
C 4.6951 -5.3876 0.6829
C 4.2074 -4.1138 0.4536
C 2.9641 -3.7542 0.9700
C 2.2200 -4.6710 1.7147
C 2.7041 -5.9506 1.9079
P 2.3385 -2.0788 0.7037
C 3.5490 -1.1875 -0.3080
C 4.5757 -0.5196 0.3521
C 5.5793 0.0832 -0.3853
C 5.5543 0.0286 -1.7699
C 4.5363 -0.6487 -2.4251
C 3.5331 -1.2666 -1.6996
C 1.7278 -1.3214 2.2146
C 2.3326 -1.7197 3.4112
C 1.8473 -1.2292 4.6025
C 0.7300 -0.4002 4.5880
C 0.1333 -0.0484 3.3949
C 0.6106 -0.4532 2.1382
H 4.3177 -7.3062 1.5568
H 5.6685 -5.6609 0.3092
H 4.7930 -3.4032 -0.1092
H 1.2782 -4.3839 2.1576
H 2.1243 -6.6674 2.4693
H 4.5770 -0.4838 1.4329
H 6.3847 0.5838 0.1248
H 6.3348 0.5062 -2.3405
H 4.5343 -0.7030 -3.5023
H 2.7630 -1.8309 -2.2066
H 3.1657 -2.4114 3.3946
H 2.3130 -1.5054 5.5328
H 0.3275 -0.0349 5.5196
H -0.7627 0.5634 3.4111
F -2.9880 7.9519 -1.5698
C -2.6528 6.7999 -0.9872
C -2.2066 5.7470 -1.7676
C -1.8585 4.5539 -1.1536
C -1.9480 4.4258 0.2250
C -2.4010 5.4975 0.9910
C -2.7627 6.6867 0.3903
Sb -1.3161 2.6946 1.3529
C -0.0064 3.8719 2.5981
C -0.0340 3.8405 3.9830
C 0.8639 4.5940 4.7159
C 1.7872 5.3764 4.0465
F 2.6774 6.0803 4.7494
C 1.8189 5.4400 2.6633
C 0.9198 4.6772 1.9441
C -3.0961 2.5255 2.5839
C -3.0840 1.9723 3.8584
C -4.2425 1.8912 4.6097
C -5.4263 2.3641 4.0695
F -6.5452 2.2781 4.7899
C -5.4701 2.9084 2.7953
C -4.3012 2.9818 2.0570
H -2.1355 5.8711 -2.8372
H -1.5218 3.7285 -1.7624
H -2.4699 5.4028 2.0655
H -3.1222 7.5246 0.9662
H -0.7669 3.2459 4.5040
H 0.8529 4.5874 5.7927
H 2.5327 6.0843 2.1758
H 0.9317 4.7234 0.8604
H -2.1711 1.6008 4.2993
H -4.2363 1.4728 5.6039
H -6.4073 3.2690 2.4010
H -4.3269 3.4114 1.0623
```

These are the Löwdin partial charges, in e, on atoms 1 to 2:
1. W 1.01
2. C -0.48